(1)
130
Properties=species:S:1:pos:R:3:lowdin_charge:R:1 method="wB97M-V/def2-TZVPD" homo_ha=-0.3760 e_lumo_ha=-0.018 smiles="C[C@H]1COC(=O)O1.C[C@H]1COC(=O)O1.C[C@H]1COC(=O)O1.C[C@H]1COC(=O)O1.C[C@H]1COC(=O)O1.C[C@H]1COC(=O)O1.C[C@H]1COC(=O)O1.C[C@H]1COC(=O)O1.C[C@H]1COC(=O)O1.C[C@H]1COC(=O)O1" e_above_lowest_ev=4.271 gap_ev=9.743
C -11.275 -22.419 -4.395 -0.0058
C -9.757 -22.543 -4.618 -0.2872
C -8.962 -22.975 -3.421 -0.0949
O -8.139 -24.002 -3.908 0.0969
C -8.542 -24.380 -5.114 -0.5656
O -7.917 -25.142 -5.861 0.1149
O -9.568 -23.661 -5.449 0.1089
H -11.519 -21.423 -4.026 0.0692
H -11.832 -23.026 -3.681 0.0952
H -11.753 -22.468 -5.374 0.0731
H -9.415 -21.683 -5.194 0.1388
H -9.603 -23.365 -2.630 0.1340
H -8.478 -22.084 -3.022 0.1128
C -15.626 -11.366 -3.581 -0.0030
C -16.602 -12.580 -3.338 -0.3137
C -16.082 -13.878 -3.806 -0.0919
O -15.893 -14.559 -2.569 0.0795
C -16.422 -13.930 -1.530 -0.5443
O -16.552 -14.293 -0.346 0.1133
O -16.901 -12.807 -2.000 0.1154
H -14.627 -11.654 -3.253 0.0680
H -15.799 -10.366 -3.184 0.0861
H -15.627 -11.253 -4.665 0.0774
H -17.501 -12.340 -3.906 0.1548
H -15.143 -13.664 -4.317 0.1176
H -16.690 -14.494 -4.467 0.1450
C -5.701 -20.222 -2.748 -0.0011
C -7.044 -19.730 -3.346 -0.2832
C -7.214 -18.266 -3.602 -0.1156
O -7.856 -18.204 -4.830 0.1007
C -7.849 -19.344 -5.433 -0.5860
O -8.392 -19.562 -6.484 0.1490
O -7.214 -20.310 -4.688 0.0736
H -5.794 -21.253 -2.406 0.0809
H -5.390 -19.604 -1.905 0.0831
H -4.867 -20.254 -3.449 0.0924
H -7.881 -20.054 -2.728 0.1308
H -6.278 -17.733 -3.437 0.1480
H -7.959 -17.871 -2.911 0.1139
C -10.507 -12.166 -9.614 -0.0002
C -9.655 -10.961 -9.083 -0.2582
C -9.210 -11.027 -7.583 -0.1100
O -7.858 -10.845 -7.678 0.0959
C -7.438 -10.774 -8.937 -0.5840
O -6.296 -10.444 -9.232 0.1336
O -8.419 -10.933 -9.750 0.1148
H -11.540 -12.121 -9.269 0.0552
H -10.057 -13.111 -9.311 0.0885
H -10.560 -12.140 -10.703 0.0814
H -10.092 -9.985 -9.289 0.1514
H -9.448 -12.020 -7.201 0.1150
H -9.706 -10.257 -6.993 0.1180
C -14.304 -14.909 -10.529 -0.0139
C -13.691 -15.071 -9.140 -0.3014
C -13.977 -13.821 -8.309 -0.0832
O -14.400 -14.358 -7.043 0.0464
C -14.732 -15.667 -7.205 -0.5314
O -15.172 -16.351 -6.308 0.1327
O -14.331 -16.100 -8.398 0.1026
H -14.158 -15.921 -10.907 0.0900
H -13.750 -14.196 -11.139 0.0942
H -15.373 -14.694 -10.525 0.0944
H -12.633 -15.291 -9.285 0.1611
H -14.730 -13.137 -8.700 0.1355
H -13.095 -13.194 -8.184 0.0994
C -12.211 -19.981 -7.141 -0.0005
C -13.671 -19.823 -6.686 -0.2689
C -14.712 -19.421 -7.765 -0.0982
O -15.681 -20.450 -7.739 0.0589
C -15.252 -21.442 -6.847 -0.5426
O -15.813 -22.479 -6.625 0.1562
O -14.070 -21.163 -6.366 0.0887
H -12.177 -20.513 -8.091 0.1011
H -11.708 -20.552 -6.361 0.0546
H -11.620 -19.066 -7.172 0.0793
H -13.724 -19.134 -5.843 0.1270
H -14.203 -19.330 -8.725 0.1334
H -15.172 -18.496 -7.418 0.1038
C -8.538 -14.588 -2.118 -0.0018
C -8.816 -14.373 -3.662 -0.2575
C -8.874 -12.895 -4.146 -0.0307
O -7.630 -12.800 -4.862 0.0958
C -7.090 -13.962 -5.101 -0.5797
O -6.088 -14.187 -5.782 0.1334
O -7.748 -14.873 -4.423 0.0862
H -7.895 -13.839 -1.655 0.0862
H -8.055 -15.555 -1.981 0.0634
H -9.455 -14.584 -1.529 0.0686
H -9.661 -15.034 -3.853 0.1272
H -9.024 -12.121 -3.394 0.1393
H -9.639 -12.819 -4.919 0.0963
C -11.228 -17.923 -4.072 0.0238
C -12.167 -16.878 -4.757 -0.3372
C -12.643 -15.749 -3.881 -0.0666
O -12.332 -14.663 -4.738 0.0675
C -11.624 -15.001 -5.793 -0.5591
O -11.208 -14.152 -6.541 0.1324
O -11.515 -16.359 -5.853 0.1129
H -10.447 -17.537 -3.417 0.0572
H -10.761 -18.569 -4.816 0.0732
H -11.819 -18.541 -3.396 0.0897
H -13.069 -17.342 -5.155 0.1196
H -12.176 -15.705 -2.896 0.1326
H -13.704 -15.963 -3.750 0.1329
C -12.370 -11.053 -5.286 -0.0144
C -11.989 -9.712 -4.708 -0.2700
C -12.194 -9.585 -3.223 -0.0918
O -10.958 -9.015 -2.838 0.0889
C -10.020 -9.124 -3.750 -0.6288
O -8.872 -8.919 -3.534 0.1763
O -10.536 -9.494 -4.919 0.0797
H -11.765 -11.848 -4.850 0.0746
H -12.082 -11.153 -6.333 0.0777
H -13.432 -11.299 -5.274 0.0688
H -12.503 -8.882 -5.193 0.1558
H -12.303 -10.589 -2.812 0.1300
H -13.027 -8.925 -2.982 0.1425
C -10.441 -17.380 -0.223 -0.0338
C -10.126 -18.636 0.460 -0.3513
C -11.144 -19.019 1.541 -0.0566
O -11.417 -20.378 1.196 0.0842
C -10.859 -20.721 0.035 -0.5132
O -11.038 -21.840 -0.540 0.0854
O -10.185 -19.698 -0.428 0.1002
H -9.959 -17.257 -1.193 0.0562
H -10.134 -16.509 0.357 0.1000
H -11.499 -17.259 -0.453 0.0961
H -9.147 -18.582 0.935 0.1604
H -12.048 -18.412 1.561 0.1387
H -10.644 -19.001 2.509 0.1372

(2)
130
Properties=species:S:1:pos:R:3:lowdin_charge:R:1 method="wB97M-V/def2-TZVPD" homo_ha=-0.3732 e_lumo_ha=-0.002 smiles="C[C@H]1COC(=O)O1.C[C@H]1COC(=O)O1.C[C@H]1COC(=O)O1.C[C@H]1COC(=O)O1.C[C@H]1COC(=O)O1.C[C@H]1COC(=O)O1.C[C@H]1COC(=O)O1.C[C@H]1COC(=O)O1.C[C@H]1COC(=O)O1.C[C@H]1COC(=O)O1" e_above_lowest_ev=8.788 gap_ev=10.099
C 4.359 -2.183 5.570 -0.0134
C 3.817 -3.460 4.922 -0.2639
C 3.566 -3.527 3.385 -0.1406
O 4.488 -4.394 2.930 0.0863
C 5.313 -4.751 3.954 -0.5811
O 6.351 -5.352 3.826 0.1431
O 4.979 -4.220 5.069 0.1020
H 4.896 -2.506 6.462 0.0931
H 3.635 -1.369 5.619 0.0804
H 5.172 -1.638 5.090 0.0866
H 2.884 -3.867 5.311 0.1323
H 3.866 -2.607 2.883 0.1445
H 2.516 -3.816 3.344 0.1035
C -0.312 -8.257 -1.167 -0.0291
C -0.071 -6.726 -1.150 -0.3383
C 1.356 -6.277 -0.708 -0.0411
O 1.748 -5.456 -1.857 0.0908
C 0.734 -5.466 -2.761 -0.5674
O 0.643 -4.863 -3.815 0.1330
O -0.159 -6.341 -2.442 0.1152
H -1.246 -8.620 -1.594 0.0819
H -0.127 -8.695 -0.186 0.0758
H 0.355 -8.868 -1.775 0.0819
H -0.774 -6.395 -0.386 0.1425
H 1.854 -7.205 -0.424 0.1281
H 1.226 -5.736 0.229 0.0889
C -0.669 0.688 3.484 -0.0170
C -1.243 0.726 4.944 -0.2180
C -2.486 1.610 4.896 -0.1274
O -3.519 0.939 5.588 0.0720
C -3.273 -0.377 5.607 -0.4662
O -4.018 -1.273 6.025 0.1223
O -2.007 -0.549 4.973 0.0137
H -0.312 -0.324 3.296 0.0922
H 0.008 1.538 3.400 0.0908
H -1.295 0.892 2.615 0.0534
H -0.509 0.875 5.736 0.1555
H -2.743 1.645 3.837 0.0981
H -2.236 2.641 5.145 0.1418
C 0.590 1.064 -0.529 -0.0078
C -0.103 -0.244 -0.148 -0.2898
C -0.437 -1.176 -1.272 -0.0765
O 0.363 -2.334 -0.986 0.0619
C 0.969 -2.189 0.265 -0.4951
O 1.487 -3.104 0.916 0.1019
O 0.725 -1.016 0.747 0.1156
H 1.016 1.624 0.303 0.0958
H -0.149 1.773 -0.901 0.0425
H 1.323 0.898 -1.319 0.0799
H -0.986 0.094 0.394 0.1169
H -0.206 -0.640 -2.192 0.1217
H -1.473 -1.516 -1.266 0.1287
C -3.903 1.241 0.851 -0.0210
C -3.954 -0.071 1.570 -0.3450
C -5.195 -0.833 1.210 -0.1124
O -4.792 -2.175 1.338 0.0798
C -3.461 -2.246 1.037 -0.4322
O -2.811 -3.262 1.230 0.1431
O -2.936 -0.925 1.063 0.0109
H -3.203 1.885 1.384 0.0707
H -4.889 1.698 0.762 0.0969
H -3.531 1.172 -0.172 0.0856
H -3.605 -0.085 2.602 0.1465
H -5.544 -0.431 0.259 0.1375
H -5.930 -0.618 1.986 0.1493
C 1.660 4.152 -2.645 0.0016
C 3.016 4.642 -2.086 -0.2687
C 3.312 6.091 -2.216 -0.1355
O 3.422 6.544 -0.913 0.0755
C 3.240 5.526 -0.008 -0.5782
O 3.140 5.590 1.195 0.1452
O 2.801 4.545 -0.675 0.1109
H 1.605 4.526 -3.667 0.0768
H 0.791 4.548 -2.121 0.0866
H 1.583 3.068 -2.558 0.0629
H 3.761 4.007 -2.563 0.1555
H 2.479 6.548 -2.750 0.1401
H 4.255 6.156 -2.760 0.1378
C 0.239 -5.541 2.862 -0.0102
C 0.420 -6.448 4.061 -0.2800
C 1.650 -7.431 4.039 -0.0793
O 2.229 -7.234 5.331 0.0328
C 1.633 -6.132 5.988 -0.4541
O 1.989 -5.594 7.055 0.1036
O 0.650 -5.614 5.207 0.0613
H -0.744 -5.092 3.014 0.0970
H 0.010 -6.095 1.952 0.0650
H 1.048 -4.908 2.498 0.0567
H -0.469 -7.025 4.315 0.1517
H 2.334 -7.245 3.211 0.1275
H 1.344 -8.476 3.985 0.1264
C 2.072 4.307 -6.849 -0.0037
C 2.317 2.858 -6.696 -0.3506
C 3.615 2.168 -6.773 -0.1320
O 3.788 1.323 -5.652 0.1015
C 2.716 1.592 -4.855 -0.5333
O 2.551 1.030 -3.800 0.1382
O 1.933 2.571 -5.345 0.0645
H 2.351 4.808 -7.776 0.0956
H 2.666 4.802 -6.081 0.0919
H 0.998 4.425 -6.705 0.0966
H 1.823 2.245 -7.450 0.1562
H 4.331 2.979 -6.904 0.1359
H 3.787 1.510 -7.625 0.1416
C -4.381 6.738 0.316 -0.0408
C -3.409 6.226 -0.693 -0.2575
C -1.936 6.489 -0.283 -0.1199
O -1.286 5.297 -0.336 0.1113
C -2.189 4.324 -0.485 -0.5204
O -1.971 3.119 -0.725 0.0718
O -3.421 4.776 -0.534 0.0841
H -5.441 6.484 0.343 0.0929
H -4.267 7.809 0.148 0.0938
H -4.098 6.663 1.366 0.0905
H -3.736 6.502 -1.696 0.1580
H -1.957 7.083 0.631 0.1378
H -1.535 7.145 -1.057 0.1435
C -1.326 1.529 -3.875 -0.0033
C -2.282 2.476 -4.550 -0.3031
C -3.416 2.965 -3.737 -0.0599
O -3.072 4.362 -3.673 0.0805
C -2.039 4.666 -4.439 -0.6171
O -1.453 5.737 -4.650 0.1024
O -1.436 3.599 -4.693 0.1086
H -1.915 0.653 -3.606 0.0927
H -0.838 1.908 -2.976 0.0750
H -0.539 1.259 -4.579 0.0908
H -2.695 2.073 -5.474 0.1615
H -3.496 2.607 -2.710 0.1262
H -4.339 2.767 -4.281 0.1377

(3)
118
Properties=species:S:1:pos:R:3:lowdin_charge:R:1 method="wB97M-V/def2-TZVPD" homo_ha="-0.1497 / -0.1500" e_lumo_ha="-0.003 / -0.003" total_charge=-1 gap_ev="3.991 / 3.994"
Ir 0.264 -0.025 -1.811 0.9994
C -2.529 1.676 4.346 -0.0606
C -3.642 1.113 3.456 -0.5497
C -4.702 2.206 3.270 -0.0463
C -4.270 -0.098 4.162 -0.0436
C -3.116 0.652 2.102 -0.1707
C -1.783 0.692 1.762 0.0204
C -1.329 0.175 0.543 -0.1926
N -0.007 0.132 0.172 -0.0921
C 0.958 0.347 1.141 -0.2227
C 0.827 -0.156 2.442 0.0062
C 1.715 0.178 3.442 -0.1700
C 2.715 1.108 3.151 0.0191
C 2.944 1.565 1.862 -0.0924
C 2.127 1.080 0.837 -0.2688
O 2.450 1.336 -0.462 -0.5516
C 4.037 2.573 1.534 -0.5285
C 3.462 3.701 0.665 -0.0331
C 4.619 3.212 2.799 -0.0685
C 5.169 1.854 0.789 -0.0299
C 1.643 -0.436 4.830 -0.5512
C 2.968 -1.163 5.099 -0.0423
C 1.430 0.661 5.882 -0.0394
C 0.514 -1.462 4.969 -0.0545
C -2.268 -0.304 -0.438 -0.2890
O -1.783 -0.735 -1.554 -0.3193
C -3.647 -0.285 -0.107 -0.0843
C -4.008 0.139 1.157 0.0023
C -4.743 -0.768 -1.049 -0.5219
C -4.347 -0.708 -2.524 -0.0994
C -5.076 -2.219 -0.671 -0.0276
C -6.009 0.094 -0.896 -0.0556
H -2.936 1.970 5.312 0.0830
H -2.077 2.556 3.892 0.0910
H -1.759 0.929 4.523 0.0592
H -5.071 2.547 4.237 0.0792
H -5.546 1.841 2.693 0.0734
H -4.275 3.057 2.746 0.0889
H -4.629 0.169 5.154 0.0793
H -3.533 -0.891 4.268 0.0845
H -5.105 -0.491 3.589 0.0751
H -1.067 1.154 2.416 0.0984
H 0.012 -0.837 2.620 0.1146
H 3.359 1.452 3.942 0.0943
H 2.634 4.185 1.179 0.0923
H 3.104 3.311 -0.281 0.0764
H 4.225 4.451 0.463 0.0815
H 3.833 3.639 3.417 0.0861
H 5.298 4.015 2.519 0.0806
H 5.180 2.486 3.382 0.0781
H 4.815 1.441 -0.150 0.0666
H 5.558 1.040 1.399 0.0884
H 5.978 2.549 0.578 0.0823
H 3.811 -0.485 5.000 0.0756
H 3.096 -1.971 4.383 0.0804
H 2.974 -1.584 6.103 0.0816
H 2.258 1.364 5.883 0.0756
H 1.351 0.214 6.871 0.0812
H 0.513 1.211 5.679 0.0781
H 0.629 -2.265 4.245 0.0864
H -0.465 -1.006 4.840 0.0691
H 0.552 -1.894 5.967 0.0838
H -5.050 0.109 1.423 0.0944
H -3.562 -1.421 -2.773 0.0394
H -3.999 0.292 -2.792 0.0672
H -5.212 -0.937 -3.146 0.0913
H -4.193 -2.843 -0.782 0.0673
H -5.861 -2.602 -1.319 0.0854
H -5.411 -2.280 0.364 0.0806
H -5.759 1.151 -0.968 0.0930
H -6.523 -0.090 0.045 0.0682
H -6.703 -0.146 -1.698 0.0794
C 3.538 1.754 -5.791 -0.0714
C 3.021 1.079 -4.529 -0.3312
O 2.086 1.887 -3.840 -0.3724
P 0.531 1.942 -4.253 0.5559
S 2.549 -0.068 -1.421 0.7021
S -0.424 2.339 -2.483 0.4341
O 0.716 3.446 -4.935 -0.3127
C -0.238 4.269 -5.551 -0.3160
C 0.486 5.195 -6.522 -0.0748
H 4.333 1.160 -6.240 0.0730
H 3.925 2.739 -5.541 0.0773
H 2.728 1.868 -6.506 0.0690
H 3.831 0.925 -3.812 0.0883
H 2.567 0.108 -4.750 0.1079
H -0.764 4.855 -4.785 0.1186
H -0.975 3.661 -6.081 0.1015
H 1.251 5.763 -5.998 0.0713
H -0.225 5.886 -6.968 0.0704
H 0.963 4.612 -7.306 0.0725
F -1.787 1.754 -5.229 -0.5863
Te -1.619 -0.100 -4.127 1.8755
F 0.182 -2.558 -2.145 -0.2038
F -1.514 -2.090 -4.096 -0.4784
F -3.320 -0.614 -5.219 -0.5447
F -0.967 -0.484 -5.919 -0.4641
O 0.350 -0.121 -3.812 -0.8803
C -1.632 -4.535 -1.059 -0.1413
Si 0.021 -4.157 -1.921 0.5426
C 0.140 -5.035 -3.595 -0.1396
C 1.490 -4.341 -0.730 -0.2221
C 2.427 -5.367 -0.776 -0.1071
C 3.537 -5.351 0.053 -0.1028
C 3.729 -4.306 0.942 -0.0944
C 2.789 -3.294 1.028 -0.0816
C 1.685 -3.319 0.200 -0.1104
H -1.812 -5.603 -0.965 0.0258
H -2.450 -4.105 -1.630 0.0183
H -1.669 -4.110 -0.060 0.0288
H -0.459 -5.941 -3.611 0.0248
H 1.157 -5.302 -3.864 0.0220
H -0.247 -4.366 -4.358 0.0260
H 2.288 -6.185 -1.471 0.0944
H 4.261 -6.155 0.005 0.0951
H 4.612 -4.272 1.565 0.0968
H 2.917 -2.478 1.726 0.0937
H 0.966 -2.515 0.256 0.0766